Entry 1:
The following is a quantum chemistry calculation of a structure of composition C13H23ClNO4PZn at a distorted geometry, from OMol25.

The geometry in XYZ format:
```
44
C13H23ClNO4PZn ωB97M-V with the def2-TZVPD basis set
C 0.423 3.302 -2.111
C -0.854 2.818 -1.900
C -1.052 1.766 -0.988
C 0.020 1.114 -0.371
C 1.303 1.619 -0.602
C 1.510 2.699 -1.486
C -2.487 1.385 -0.770
C -2.781 -0.082 -0.407
N -2.369 -1.160 -1.275
Zn -0.218 -0.705 0.434
C 2.514 0.911 -0.040
P 2.087 -0.844 0.251
H -1.730 3.181 -2.448
H 2.543 2.979 -1.702
H 0.559 4.162 -2.766
H 2.870 1.314 0.925
H 3.357 0.914 -0.743
H -2.900 1.959 0.084
H -3.087 1.681 -1.637
H -2.354 -0.278 0.623
C 3.494 -1.378 1.266
C 2.505 -1.557 -1.388
H -3.863 -0.174 -0.252
C -1.503 -1.045 -2.421
C -3.140 -2.377 -1.197
H -0.280 -0.301 3.874
H -1.904 -1.707 -3.210
H -1.435 -0.017 -2.808
H -0.452 -1.378 -2.224
H -3.318 -2.754 -2.213
H -2.653 -3.180 -0.615
H -4.098 -2.162 -0.714
H 3.586 -1.409 -1.535
H 2.266 -2.630 -1.368
H 1.929 -1.084 -2.198
H 4.427 -1.192 0.713
H 3.519 -0.823 2.213
H 3.395 -2.450 1.474
H -0.621 -2.169 0.993
O 0.138 1.464 6.453
Cl 0.158 0.182 5.831
O 1.363 -0.526 6.075
O -1.023 -0.594 5.993
O 0.157 0.530 4.188
```

Values from the calculation:
Largest force on an atom ... 0.032 hartree/bohr
Calculated total energy ... -3445.35942 Ha
E_HOMO ... -7.9304 eV
Gap between HOMO and LUMO ... 7.99 eV



Entry 2:
The following is a quantum chemistry calculation of a structure of composition C6H7N at a distorted geometry, from OMol25.

The geometry in XYZ format:
```
14
C6H7N ωB97M-V with the def2-TZVPD basis set
C -0.213 0.744 0.640
C 0.913 1.082 -0.408
C 1.333 -0.180 -0.650
C 0.381 -1.047 -0.065
C -1.053 -0.699 -0.576
C -1.583 0.498 -0.283
H -0.345 -0.827 2.013
H -0.473 1.741 1.267
H 1.114 2.232 -0.623
H 1.815 -0.191 -1.565
H 0.521 -2.146 -0.174
H -1.595 -1.370 -1.216
H -2.368 1.018 -0.685
N 0.380 -0.407 1.291
```

Values from the calculation:
Largest force on an atom ... 0.173 hartree/bohr
Calculated total energy ... -287.37982 Ha
E_HOMO ... -8.6894 eV
ΔE to the lowest compared entry with this formula, charge and spin ... 130.2 kcal/mol
Gap between HOMO and LUMO ... 9.72 eV



Entry 3:
The following is a quantum chemistry calculation of a cluster of 8 separate species, CH18O8 in total at a distorted geometry, from OMol25.

The geometry in XYZ format:
```
27
CH18O8 ωB97M-V with the def2-TZVPD basis set
C -1.813 -2.791 3.963
O -2.449 -1.653 3.447
H -1.078 -2.552 4.733
H -2.504 -3.534 4.360
H -1.278 -3.321 3.175
H -1.831 -0.918 3.429
O 3.899 -1.462 -2.066
H 3.401 -2.147 -2.514
H 3.920 -1.741 -1.151
O -1.699 -1.339 -2.247
H -2.147 -1.925 -1.637
H -1.225 -1.924 -2.838
O 0.804 0.713 -5.276
H 0.466 -0.182 -5.234
H 0.191 1.174 -5.848
O -0.396 1.986 3.167
H 0.419 2.250 3.595
H -0.702 2.777 2.725
O 0.922 0.857 -0.602
H 0.336 0.225 -1.018
H 0.645 0.874 0.314
O 3.580 2.613 3.293
H 4.187 3.087 3.862
H 3.271 3.271 2.670
O -2.804 2.233 -4.171
H -3.554 1.845 -4.622
H -2.560 1.585 -3.510
```

Values from the calculation:
Largest force on an atom ... 0.020 hartree/bohr
Calculated total energy ... -650.76018 Ha
E_HOMO ... -10.2807 eV
ΔE to the lowest compared entry with this formula, charge and spin ... 22.9 kcal/mol
Gap between HOMO and LUMO ... 10.40 eV